# 1
8
Properties=species:S:1:pos:R:3:forces:R:3 method="wB97M-V/def2-TZVPD" multiplicity=3 e_homo_ev="-7.394 / -11.139" orbital_gap_ev="8.030 / 7.817" lumo_energy_ev="0.637 / -3.323"
N 0.0800 -0.2735 -0.3759 -2.9652 -0.3709 -0.0350
O -2.0645 0.1165 1.4746 -0.0794 -0.2866 -0.8327
O -1.0401 -0.3213 -1.1306 4.2802 0.1457 -0.1676
P -2.6773 0.0154 0.1206 -1.0065 -0.1819 1.9251
Cl -3.9584 -1.5327 -0.1106 -0.5041 -0.7963 0.1547
Cl -3.8540 1.5784 -0.2982 -0.9129 1.3347 -0.1423
H -0.1721 -0.6216 0.5573 0.3323 -0.2538 -0.0386
H 0.4021 0.6754 -0.2545 0.8555 0.4092 -0.8636

# 2
18
Properties=species:S:1:pos:R:3:forces:R:3 method="wB97M-V/def2-TZVPD" smiles="C=C(N)/C=C/C.O" e_homo_ev=-8.241 orbital_gap_ev=8.940 lumo_energy_ev=0.699
C -1.0753 1.0528 -2.2545 -0.0335 -0.3094 -0.7017
C -0.8099 0.3937 -1.1310 -0.5246 0.4882 1.7864
N -1.5082 -0.7698 -0.7303 0.6347 -0.6464 -0.7684
C -0.0527 1.0576 -0.0322 -0.0811 0.0176 -1.0992
C 0.3516 0.4959 1.0905 0.6579 -0.3224 0.7871
C 1.0902 1.2246 2.1878 0.1740 0.2453 -0.4811
H -1.6490 0.5745 -3.0402 -0.1211 0.0828 0.0233
H -0.7394 2.0597 -2.4494 0.2261 -0.0521 0.1340
H -0.9405 -1.4712 -0.2510 -0.0946 0.5171 0.0418
H -1.9250 -1.2207 -1.5365 -0.1731 0.0205 0.0662
H 0.1812 2.0948 -0.2536 0.0292 0.0524 0.1958
H 0.1881 -0.5611 1.2805 -0.1747 0.0177 -0.1033
H 0.9080 2.2933 2.0687 -0.1756 0.0228 0.4088
H 2.1821 1.1398 2.1583 -0.0540 -0.3643 -0.3104
H 0.8127 0.8503 3.1702 -0.2820 0.2454 0.0781
O 0.8557 -3.1490 0.2335 0.8881 0.1893 1.4462
H 0.3614 -3.1990 -0.5638 -0.1643 -0.0508 -1.2382
H 1.7689 -2.8662 0.0529 -0.7313 -0.1538 -0.2655

# 3
100
Properties=species:S:1:pos:R:3:forces:R:3 method="wB97M-V/def2-TZVPD" e_homo_ev=-1.016 charge=-2 orbital_gap_ev=4.763 lumo_energy_ev=3.747
K 0.1058 -0.7525 0.3497 -0.2336 0.4984 -1.1760
Cl 4.4091 -1.0062 6.2135 -0.0534 -0.0617 -0.0720
C 3.3743 -1.5189 4.8984 0.0291 -0.0375 0.0239
C 2.6950 -0.5674 4.1646 -0.1105 0.1136 0.0178
C 1.8487 -0.8864 3.1034 -0.0494 0.0254 -0.0974
N 1.2671 0.2067 2.3992 0.2871 0.2285 0.4877
C 0.2749 0.8223 2.9923 0.0320 -0.0354 0.2220
O -0.3923 0.4787 4.0093 0.1160 0.0388 0.0137
C -0.1783 2.1701 2.4396 -0.0895 -0.1238 -0.1239
C -0.1762 3.2403 3.3394 -0.0387 -0.0090 -0.0005
C -0.7463 4.4372 2.9605 -0.0270 0.0426 -0.0253
C -1.3653 4.5164 1.7178 0.0163 0.0194 0.0596
C -1.3159 3.4107 0.8907 0.2419 -0.1110 -0.1324
N -0.6834 2.2725 1.2075 -0.0494 -0.0252 0.2676
C 1.7015 -2.2478 2.7352 -0.1104 0.0119 -0.0646
C 2.3955 -3.1946 3.5044 -0.0865 -0.0855 -0.0090
C 3.2131 -2.8534 4.5610 0.0202 -0.0061 0.0413
Cl 4.0425 -4.1226 5.4349 -0.0218 0.0683 -0.0203
N 1.0284 -2.6645 1.5786 0.3194 -0.3856 0.5758
C 0.2632 -3.7524 1.6387 0.1416 -0.0100 0.0334
O -0.2884 -4.2882 2.6006 0.0618 -0.0767 0.0093
C 0.2845 -4.5354 0.3181 -0.0697 0.2439 -0.1103
C 0.9578 -5.7280 0.3443 0.0102 -0.0425 -0.0748
C 1.1070 -6.4774 -0.8416 0.0714 -0.0732 0.1360
C 0.6846 -5.9832 -2.0313 -0.0347 0.1431 -0.0784
C 0.1115 -4.6742 -2.0649 -0.0600 -0.1883 0.1216
N -0.2398 -4.1171 -0.8641 -0.1898 0.1526 -0.0264
H 2.8085 0.4770 4.4272 -0.0034 -0.0051 -0.0114
H 0.2511 3.0956 4.3229 -0.0117 -0.0089 -0.0098
H -0.7387 5.2881 3.6321 -0.0040 0.0057 -0.0012
H -1.8765 5.4126 1.3906 0.0060 0.0002 0.0089
H -1.7964 3.4330 -0.0801 0.0014 -0.0128 0.0430
H 2.2787 -4.2403 3.2535 0.0024 0.0122 0.0083
H 1.3267 -6.0805 1.2957 0.0044 -0.0166 -0.0141
H 1.5606 -7.4620 -0.7977 -0.0101 0.0163 0.0124
H 0.7965 -6.5223 -2.9617 -0.0045 -0.0048 0.0078
H -0.5870 -4.4401 -2.8550 0.0310 0.0315 -0.0382
N 0.4808 -0.8050 -3.3180 0.0189 -0.0090 -0.0939
C 0.3099 -1.9808 -2.5668 -0.0865 -0.1630 -0.1676
S 1.5869 -3.1671 -2.8072 -0.0286 0.1243 0.0490
N -0.7512 -1.9884 -1.8467 -0.0528 -0.3562 -0.1515
N -1.1581 -2.9960 -0.9355 0.1693 -0.0641 0.1160
C -2.4671 -3.4706 -1.2733 0.0670 -0.0734 -0.0379
C -3.5267 -3.5361 -0.3935 -0.0307 -0.0748 -0.0236
C -4.7416 -4.2121 -0.8005 0.0838 0.0780 0.0598
C -5.7951 -4.3072 0.0544 -0.0400 0.0160 0.0611
C -5.7187 -3.7440 1.3478 0.0998 -0.0247 -0.0753
C -4.5376 -3.0976 1.6563 -0.0360 -0.0345 -0.0729
N -3.4817 -2.9750 0.8552 -0.2107 -0.1590 -0.0405
H 1.0632 -0.9426 -4.1310 0.0125 -0.0013 0.0411
H -0.4000 -0.3557 -3.5347 -0.0030 0.0004 0.0425
H -2.5634 -3.9303 -2.2547 -0.0337 0.0755 -0.0261
H -4.7894 -4.6472 -1.7931 0.0085 0.0122 0.0080
H -6.6977 -4.8217 -0.2641 -0.0011 0.0015 0.0041
H -6.5349 -3.7947 2.0549 -0.0010 0.0010 -0.0042
H -4.4282 -2.6190 2.6285 0.0026 0.0088 0.0154
N -2.0854 -0.6932 1.6450 -0.5638 0.1305 0.4261
N -2.7359 0.2444 2.4814 0.1672 -0.1083 0.0073
C -3.5870 1.1532 2.0468 0.0351 -0.0526 0.0385
N -3.8527 2.1395 2.9924 -0.1425 0.0923 -0.1499
S -4.3524 1.1417 0.5486 0.0918 0.0457 0.1611
H -2.7656 -1.3744 1.2558 0.0854 0.0054 0.0187
H -1.5367 -1.2491 2.3006 -0.0821 -0.1465 0.0583
H -2.1839 0.4187 3.3243 -0.0348 0.0777 -0.0036
H -3.0698 2.3866 3.5840 0.0411 -0.0001 -0.0038
H -4.3002 2.9352 2.5651 0.0169 -0.0232 0.0323
C 4.0081 1.3783 -5.3061 -0.0072 -0.0149 0.0729
C 4.4310 0.8540 -4.0887 -0.0321 0.0149 -0.0272
C 3.6188 0.9518 -2.9696 -0.0316 0.0331 -0.0464
C 2.3730 1.5774 -3.0393 0.0788 -0.0495 0.0970
C 1.9549 2.0914 -4.2602 0.0245 0.0080 -0.0643
C 2.7678 1.9927 -5.3879 -0.0422 -0.0062 0.0655
As 1.3250 1.6012 -1.3680 0.5094 0.5064 -0.3977
C -0.2543 2.5567 -2.0212 -0.0018 -0.0866 -0.0052
C -1.4269 1.8054 -2.0826 -0.0361 0.0562 0.0365
C -2.6195 2.3886 -2.4965 0.0251 -0.0188 0.0237
C -2.6484 3.7285 -2.8525 0.0764 0.0333 -0.0004
C -1.4839 4.4877 -2.7849 -0.0298 -0.0439 0.0048
C -0.2938 3.9055 -2.3687 -0.0584 -0.0381 0.0043
C 2.3905 3.0557 -0.5542 -0.0735 -0.0097 -0.0450
C 2.6649 2.9578 0.8079 0.0059 0.0168 0.0356
C 3.4433 3.9228 1.4417 -0.0327 -0.0341 -0.0388
C 3.9604 4.9892 0.7218 -0.0403 -0.0183 -0.0608
C 3.7132 5.0806 -0.6444 -0.0125 -0.0431 0.0546
C 2.9420 4.1153 -1.2765 0.0032 0.0026 0.0420
H 4.6379 1.2983 -6.1839 -0.0012 -0.0041 0.0018
H 5.3897 0.3551 -4.0143 -0.0031 0.0049 -0.0023
H 3.9512 0.5197 -2.0317 -0.0051 0.0066 0.0069
H 0.9842 2.5655 -4.3465 0.0004 0.0004 0.0220
H 2.4222 2.3947 -6.3333 0.0000 0.0049 -0.0003
H -1.4418 0.7702 -1.7546 0.0119 0.0068 -0.0306
H -3.5262 1.7985 -2.4929 0.0039 -0.0082 0.0030
H -3.5805 4.1875 -3.1597 0.0051 0.0038 0.0086
H -1.5057 5.5410 -3.0404 -0.0032 -0.0034 -0.0043
H 0.5959 4.5167 -2.2876 0.0002 -0.0085 -0.0094
H 2.2904 2.1101 1.3766 -0.0186 -0.0068 -0.0257
H 3.6470 3.8281 2.5018 -0.0037 0.0032 -0.0077
H 4.5662 5.7395 1.2163 -0.0018 -0.0015 -0.0015
H 4.1301 5.8983 -1.2212 0.0060 -0.0007 0.0071
H 2.7916 4.1790 -2.3479 -0.0025 -0.0171 -0.0115